Record 1
Molecular formula: C10H29Cl2GeO5PtSSi3
Method: DFT, ωB97M-V/def2-TZVPD

```
52
Properties=species:S:1:pos:R:3:forces:R:3:mulliken_charge:R:1
Pt -2.146 -0.169 -0.635 0.355 -0.465 0.270 1.16
O -3.691 -2.768 -3.152 -0.250 -0.230 0.153 -0.79
S -3.711 -2.420 -1.715 0.171 0.179 0.010 1.14
O -4.606 -3.273 -0.947 0.012 -0.041 -0.064 -0.70
O -4.097 -0.953 -1.571 -0.096 -0.105 -0.012 -0.79
O -2.295 -2.473 -1.181 -0.021 -0.104 -0.294 -0.71
Cl -1.426 0.010 -3.207 0.262 0.279 0.140 -0.10
C -2.478 -0.668 -4.455 -0.016 -0.040 -0.152 -0.37
Cl -1.788 -0.348 -6.080 -0.016 0.064 -0.020 -0.26
H -3.446 -0.189 -4.392 -0.003 -0.005 0.051 0.37
H -2.563 -1.736 -4.287 -0.072 0.022 0.041 0.31
O -2.588 0.195 1.108 -0.234 0.357 0.048 -0.79
C 2.395 2.881 0.699 -0.029 -0.015 0.001 -1.01
Si 0.835 2.378 -0.261 0.027 -0.024 0.001 0.29
C 1.293 2.482 -2.095 0.001 0.016 0.019 -0.98
C -0.470 3.698 0.071 0.032 0.016 -0.039 -1.08
Ge -0.008 0.238 0.326 0.013 0.054 -0.311 0.04
Si -0.350 0.090 2.664 -0.229 0.061 -0.079 0.51
C -1.281 1.563 3.391 0.096 0.011 0.069 -1.14
C -1.184 -1.518 3.166 0.036 0.003 0.058 -1.03
C 1.338 0.103 3.566 -0.025 -0.048 0.000 -1.08
Si 1.502 -1.450 -0.424 0.045 0.028 0.040 0.69
C 0.958 -3.120 0.246 0.011 0.019 0.006 -1.06
C 3.280 -1.113 0.163 -0.031 -0.022 0.009 -1.08
C 1.593 -1.622 -2.299 -0.012 -0.009 0.015 -0.94
H 2.749 3.873 0.400 -0.010 0.000 -0.011 0.37
H 3.203 2.165 0.529 0.001 0.004 0.008 0.24
H 2.195 2.900 1.773 0.001 0.008 -0.003 0.23
H 1.623 3.494 -2.357 0.000 -0.002 -0.006 0.36
H 0.440 2.226 -2.727 0.006 0.006 0.023 0.26
H 2.102 1.788 -2.338 -0.008 0.007 0.016 0.20
H -0.121 4.693 -0.227 -0.003 -0.001 -0.003 0.35
H -0.735 3.726 1.130 -0.007 -0.009 -0.003 0.24
H -1.378 3.459 -0.486 -0.004 -0.006 0.015 0.24
H -2.256 1.625 2.911 -0.001 0.020 0.010 0.28
H -0.738 2.498 3.222 0.003 -0.004 0.005 0.21
H -1.408 1.442 4.473 0.009 0.000 0.000 0.35
H -2.160 -1.569 2.685 0.002 -0.018 0.003 0.26
H -1.306 -1.564 4.255 0.001 0.001 -0.001 0.34
H -0.602 -2.388 2.855 0.001 0.006 0.000 0.26
H 1.900 1.016 3.349 0.002 -0.004 -0.003 0.23
H 1.955 -0.746 3.256 -0.002 0.000 0.005 0.21
H 1.201 0.038 4.652 0.001 0.007 0.000 0.37
H 0.978 -3.135 1.339 -0.004 0.001 -0.003 0.21
H 1.608 -3.922 -0.118 -0.018 -0.005 -0.020 0.35
H -0.069 -3.313 -0.080 0.003 0.001 0.009 0.27
H 3.329 -1.040 1.253 0.002 0.010 -0.004 0.24
H 3.648 -0.168 -0.248 0.004 -0.007 -0.008 0.21
H 3.959 -1.910 -0.157 -0.006 -0.002 -0.003 0.34
H 0.606 -1.871 -2.691 0.013 -0.017 -0.002 0.19
H 2.282 -2.431 -2.563 0.013 0.012 0.000 0.33
H 1.932 -0.706 -2.790 -0.022 -0.009 0.013 0.25
```
Positions in Å, forces in eV/Å.

Strongest force on any atom in eV/A: 0.644
⟨S²⟩: 0.7605
Energy in eV: -140356.4677
LUMO energy (alpha / beta) in Ha: 0.168 / 0.168
Spin multiplicity: 2
Charge: -2
Energy relative to the best compared isomer or geometry (same formula, charge and spin) in kJ/mol: 127.91
Kohn-Sham gap (alpha / beta) in eV: 6.183 / 6.019
HOMO energy (alpha / beta) in eV: -1.622 / -1.460


Record 2
Molecular formula: C10H29F3N4O7S
Method: DFT, ωB97M-V/def2-TZVPD

```
54
Properties=species:S:1:pos:R:3:forces:R:3:mulliken_charge:R:1
O -0.067 0.007 0.230 0.278 0.158 0.614 -0.34
H -0.135 -0.870 -0.224 -0.095 -0.224 0.003 0.64
H 0.923 0.150 0.366 -0.294 0.373 -0.594 0.08
H -0.467 -0.054 1.169 -0.098 -0.847 -0.708 0.73
C 2.474 -3.599 1.721 0.156 0.906 -0.306 0.51
F 3.305 -4.277 0.926 -0.109 -0.101 0.000 -0.23
F 1.242 -4.110 1.598 0.042 -0.121 0.010 -0.23
F 2.876 -3.758 2.982 -0.071 -0.081 0.025 -0.21
S 2.465 -1.778 1.269 -0.466 0.753 -0.288 1.09
O 2.005 -1.712 -0.126 0.048 -0.506 0.867 -0.61
O 1.497 -1.214 2.220 0.386 -0.468 -0.400 -0.68
O 3.813 -1.307 1.443 0.220 -0.374 0.192 -0.66
C -0.869 -2.876 -2.465 -1.462 0.542 1.040 0.57
O -0.791 -2.188 -1.443 0.515 0.090 -0.611 -0.64
N -0.568 -2.452 -3.718 0.428 0.074 0.256 -0.36
N -1.499 -4.086 -2.391 0.425 0.142 -0.375 -0.47
H -0.325 -1.487 -3.849 0.113 -0.025 -0.002 0.22
H -0.777 -3.025 -4.509 0.003 0.052 -0.206 0.17
H -1.727 -4.400 -1.467 0.085 -0.252 -0.040 0.23
H -1.506 -4.699 -3.184 -0.083 -0.308 0.203 0.17
C 2.188 0.389 -2.734 1.258 0.782 0.035 -1.21
C 2.062 1.671 -1.900 -0.927 0.364 -0.175 0.26
C 0.666 2.286 -2.092 0.353 0.112 0.014 -0.54
O 0.338 2.386 -3.467 -0.107 -0.254 -0.295 -0.32
C -0.182 3.626 -3.872 0.620 0.413 -0.243 -0.78
N 2.289 1.423 -0.465 -0.024 -0.927 -0.406 -0.51
H 1.496 -0.403 -2.461 -0.004 0.003 0.165 0.02
H 3.227 0.061 -2.632 -0.188 -0.497 0.261 0.45
H 2.133 0.642 -3.793 -0.477 0.034 0.026 0.43
H 2.798 2.417 -2.219 0.011 -0.127 -0.520 0.35
H 0.676 3.291 -1.654 -0.233 -0.057 0.216 0.44
H -0.067 1.642 -1.605 -0.085 0.163 0.187 0.11
H -0.337 3.614 -4.950 -0.122 -0.321 0.000 0.25
H 0.575 4.402 -3.710 -0.157 0.198 0.220 0.33
H -1.119 3.915 -3.392 -0.041 -0.156 0.202 0.29
H 2.382 2.273 0.077 0.116 0.106 -0.142 0.20
H 3.173 0.922 -0.455 -0.047 -0.021 0.699 0.26
C -2.993 -0.371 4.196 -0.461 0.942 0.980 -1.68
C -2.262 0.114 2.935 -0.106 -2.392 1.430 0.53
C -1.330 1.273 3.312 -1.119 -0.352 -0.534 -0.80
O -0.854 1.943 2.168 0.679 0.263 -0.313 -0.19
C -1.743 2.958 1.733 -0.033 -0.040 0.234 -0.76
N -1.446 -1.027 2.426 0.783 1.258 -0.223 -0.57
H -3.559 -1.292 4.068 -0.043 0.057 -0.329 0.41
H -3.668 0.407 4.579 -0.257 -0.138 -0.314 0.42
H -2.362 -0.533 5.078 0.529 -0.139 -0.400 0.33
H -3.042 0.334 2.209 0.277 0.442 -0.271 0.24
H -0.495 0.865 3.880 0.174 0.124 -0.099 0.34
H -1.915 1.939 3.956 0.221 0.207 0.046 0.44
H -1.443 3.443 0.804 0.474 -0.533 -0.089 0.22
H -1.738 3.762 2.477 -0.515 -0.121 0.096 0.30
H -2.720 2.500 1.559 -0.236 0.441 0.184 0.32
H -1.894 -1.925 2.303 -0.586 0.317 -0.174 0.27
H -0.704 -1.213 3.094 0.253 0.068 -0.152 0.18
```
Positions in Å, forces in eV/Å.

Strongest force on any atom in eV/A: 2.789
Energy in eV: -50120.8742
LUMO energy in Ha: 0.018
Energy relative to the best compared isomer or geometry (same formula, charge and spin) in kJ/mol: 37.27
Kohn-Sham gap in eV: 9.477
HOMO energy in eV: -8.990


Record 3
Molecular formula: C10H30FKO5
Method: DFT, ωB97M-V/def2-TZVPD

```
47
Properties=species:S:1:pos:R:3:forces:R:3:mulliken_charge:R:1
K -3.660 3.291 0.149 0.763 -0.473 -0.088 0.95
F -0.370 1.246 -0.018 -0.645 0.233 -0.192 -0.96
C -4.186 -1.340 -4.547 -0.272 -0.703 0.768 -1.04
C -3.229 -1.310 -3.320 1.051 0.647 -2.643 -0.20
O -3.451 -0.270 -2.433 -1.225 0.807 1.190 -0.53
H -4.041 -0.550 -5.285 0.230 0.371 0.486 0.29
H -5.246 -1.366 -4.295 -0.036 0.009 0.180 0.29
H -3.978 -2.250 -5.110 0.020 -0.204 0.121 0.32
H -2.321 -0.985 -3.827 0.731 -0.774 -0.068 0.21
H -3.022 -2.257 -2.820 -0.549 -0.221 -0.123 0.32
H -2.661 -0.211 -1.890 0.184 0.234 0.257 0.33
C -1.424 -3.288 3.047 0.511 -0.170 0.418 -1.03
C 0.144 -3.253 2.906 -2.673 -1.656 -0.417 -0.26
O 0.575 -1.983 2.624 1.122 1.097 0.638 -0.47
H -1.774 -2.728 3.914 0.143 0.583 -0.220 0.25
H -1.873 -4.263 3.237 0.477 -0.455 -0.241 0.35
H -1.868 -2.931 2.118 -0.075 0.282 0.105 0.29
H 0.349 -3.960 2.103 0.390 -0.069 -0.291 0.24
H 0.593 -3.696 3.795 0.290 0.652 0.145 0.33
H 0.179 -1.608 1.834 -0.158 -0.129 -0.170 0.29
C 1.282 2.653 -4.345 0.828 0.464 -0.642 -1.09
C 1.025 4.061 -3.784 -0.190 -0.936 -0.092 -0.19
O -0.118 3.941 -2.967 -0.384 0.350 0.353 -0.50
H 0.378 2.197 -4.748 -0.097 0.325 -0.110 0.30
H 1.677 1.936 -3.625 -0.014 0.278 0.404 0.34
H 2.033 2.711 -5.133 0.010 -0.135 -0.198 0.33
H 0.821 4.804 -4.556 -0.076 -0.161 -0.136 0.28
H 1.851 4.439 -3.182 0.345 -0.093 -0.094 0.22
H 0.066 3.116 -2.512 -0.536 -0.187 0.735 0.32
C -0.163 3.347 6.418 0.983 0.181 -0.091 -0.98
C -0.274 2.270 5.361 -2.075 -0.126 1.456 -0.26
O -0.863 2.892 4.223 1.097 -0.461 -0.624 -0.50
H 0.445 4.122 5.951 0.155 0.260 0.329 0.26
H 0.331 3.003 7.326 0.023 -0.031 0.028 0.33
H -1.109 3.816 6.693 -0.147 -0.316 -0.199 0.27
H -1.017 1.545 5.695 0.008 -0.336 0.170 0.19
H 0.626 1.676 5.199 0.252 0.524 -0.383 0.36
H -0.200 2.705 3.555 -0.363 0.269 -0.820 0.32
C 4.460 -3.157 -0.719 -0.610 -0.487 1.007 -1.06
C 3.747 -1.857 -1.051 2.442 0.274 1.515 -0.16
O 2.419 -2.108 -1.176 -1.981 -0.625 -0.941 -0.51
H 4.287 -3.991 -1.399 0.430 0.294 -0.443 0.30
H 4.001 -3.509 0.205 -0.362 -0.076 0.136 0.24
H 5.487 -3.037 -0.371 0.245 0.137 -0.799 0.35
H 4.261 -1.294 -1.830 -0.384 -0.125 -0.735 0.30
H 3.915 -1.259 -0.155 0.061 0.451 0.220 0.24
H 1.895 -1.307 -1.253 0.060 0.225 0.099 0.30
```
Positions in Å, forces in eV/Å.

Strongest force on any atom in eV/A: 3.172
Energy in eV: -40132.9884
LUMO energy in Ha: -0.050
Energy relative to the best compared isomer or geometry (same formula, charge and spin) in kJ/mol: 498.46
Kohn-Sham gap in eV: 6.393
HOMO energy in eV: -7.757